# 1
Computed, not measured: C33H44CsF5N8O5S as an isolated structure, with the ωB97M-V functional and the def2-TZVPD basis.

The geometry in XYZ format:
```
97
Properties=species:S:1:pos:R:3:mulliken_charge:R:1
Cs 1.9600 -1.0689 -0.3380 1.597
C -1.1095 4.1815 5.2533 -2.203
C -1.7353 4.1181 3.8607 2.159
C -1.7065 5.5264 3.2502 -1.578
C -3.1909 3.6532 4.0012 -1.642
C -0.9850 3.1566 2.9403 0.532
C 0.1217 2.4240 3.3390 -0.638
C 0.7248 1.5573 2.4316 -0.942
N 0.3110 1.3975 1.1844 -0.013
C -0.7532 2.0980 0.7822 -0.605
C -1.4190 2.9707 1.6312 0.019
C -1.2187 1.8762 -0.6281 -0.722
C -2.0109 2.8070 -1.2832 -0.187
C -2.4605 2.5641 -2.5781 0.769
C -2.0653 1.3684 -3.1551 -0.725
C -1.2496 0.4964 -2.4387 -1.018
N -0.8315 0.7325 -1.1991 -0.259
C -3.3346 3.5934 -3.2890 2.082
C -2.5647 4.9158 -3.4075 -1.645
C -3.7293 3.1340 -4.6919 -2.181
C -4.6149 3.8200 -2.4730 -1.607
H -1.6734 4.8810 5.8737 0.434
H -0.0754 4.5268 5.2106 0.422
H -1.1278 3.2062 5.7423 0.424
H -2.2364 6.2294 3.8976 0.438
H -2.1825 5.5455 2.2693 0.305
H -0.6786 5.8732 3.1316 0.383
H -3.7378 4.3306 4.6617 0.450
H -3.2345 2.6473 4.4223 0.366
H -3.7003 3.6353 3.0373 0.308
H 0.5230 2.4954 4.3399 0.459
H 1.5646 0.9390 2.7301 0.587
H -2.2988 3.4898 1.2757 0.476
H -2.2633 3.7347 -0.7877 0.540
H -2.3644 1.0866 -4.1550 0.532
H -0.9323 -0.4353 -2.8845 0.596
H -1.6473 4.7763 -3.9816 0.373
H -2.2903 5.3093 -2.4283 0.307
H -3.1793 5.6642 -3.9138 0.447
H -2.8528 2.9747 -5.3217 0.421
H -4.3489 3.8983 -5.1652 0.427
H -4.3027 2.2059 -4.6621 0.421
H -4.3920 4.1947 -1.4733 0.310
H -5.1736 2.8883 -2.3672 0.385
H -5.2547 4.5513 -2.9730 0.442
C -2.7825 -5.3600 -0.9144 -0.969
N -2.4703 -4.2854 0.0205 0.111
C -3.3807 -3.1661 -0.0898 -1.065
C -1.1430 -3.9674 0.3055 0.152
N -0.6632 -2.8020 0.4833 -0.077
N -0.3348 -5.0908 0.4649 0.053
C 1.0708 -5.1177 0.3862 0.223
N 1.5993 -4.4566 -0.6801 -0.134
N 1.6844 -5.8371 1.2556 -0.787
H -3.6782 -5.8899 -0.5759 0.315
H -1.9455 -6.0471 -0.9688 0.386
H -2.9454 -4.9660 -1.9201 0.182
H -4.4032 -3.5474 -0.0597 0.308
H -3.2398 -2.6117 -1.0267 0.277
H -3.2379 -2.4881 0.7518 0.358
H -1.2668 -2.0652 0.1354 -0.145
H -0.7151 -5.8417 1.0152 0.365
H 0.9677 -4.1223 -1.3944 0.178
H 2.5477 -4.0917 -0.6137 0.090
H 2.6704 -5.8950 1.0121 0.272
O 9.3723 1.9540 -1.6497 -0.749
C 9.1024 0.7973 -1.2525 0.426
O 9.8732 -0.1204 -0.9039 -0.730
C 7.5920 0.4543 -1.2123 0.171
C 6.6690 1.2840 -1.8415 -0.702
C 5.3279 0.9471 -1.8005 -0.315
N 4.8517 -0.1393 -1.1909 -0.092
C 5.7329 -0.9306 -0.5663 0.474
C 7.0998 -0.6629 -0.5559 -0.376
C 5.1723 -2.1525 0.1765 -0.075
O 5.7436 -2.4897 1.2242 -0.805
O 4.1419 -2.6836 -0.3368 -0.823
H 7.0214 2.1775 -2.3388 0.419
H 4.5883 1.5798 -2.2876 0.386
H 7.7782 -1.3258 -0.0389 0.496
C 0.6546 -3.3823 3.8396 -1.302
S 1.8011 -2.9413 2.5354 0.623
C 3.3213 -3.4248 3.3449 -0.808
O 1.7923 -1.4418 2.5231 -0.664
H 0.7369 -4.4455 4.0594 0.336
H -0.3339 -3.1478 3.4437 0.301
H 0.8778 -2.7635 4.7092 0.444
H 3.3201 -4.5080 3.4640 0.331
H 3.4046 -2.9132 4.3049 0.366
H 4.1326 -3.1253 2.6724 0.089
F -0.9214 -2.4149 -2.3697 0.060
C -0.7002 -3.6340 -3.1022 -0.803
F 0.6024 -3.4406 -3.6315 -0.355
C -1.5950 -3.4089 -4.3098 1.035
F -1.4492 -4.3797 -5.2330 -0.324
F -2.9075 -3.4055 -3.9462 -0.277
F -1.4160 -2.2341 -4.9872 -0.296
```

Properties
Total charge: -2
LUMO in eV: 2.9
Energy in eV: -82068.299
F_max in eV Å⁻¹: 0.8
ΔE to the lowest compared entry with this formula, charge and spin in kcal per mole: 17.3
Kohn-Sham gap in eV: 5.7422

# 2
Computed, not measured: C6H6O2Zn as an isolated structure at a distorted geometry, with the ωB97M-V functional and the def2-TZVPD basis.

The geometry in XYZ format:
```
15
Properties=species:S:1:pos:R:3:mulliken_charge:R:1
C -0.8151 0.9805 -1.5299 -0.631
C 0.3932 1.0818 -1.0001 0.832
O 1.4001 1.5720 -0.6167 -0.410
H -0.9467 1.5329 -2.4647 0.393
Zn 3.2709 1.1728 -0.3342 0.401
O 2.6671 -0.3987 0.8421 -0.457
C 1.4496 -0.9030 0.9235 -0.203
C 0.4373 -1.4128 1.3701 0.165
C -1.9715 -0.2987 0.2864 -0.988
C -1.8958 0.1724 -0.9784 0.041
H 3.2377 -0.6720 1.5775 0.372
H -0.2682 -1.9563 1.9749 0.408
H -1.5855 0.2922 1.1220 0.465
H -2.6892 -1.0870 0.5193 0.264
H -2.6837 -0.0763 -1.6918 0.348
```

Properties
Total charge: +1
LUMO (spin up / spin down) in eV: -4.1 / -5.6
Energy in eV: -58818.639
F_max in eV Å⁻¹: 3.3
Spin multiplicity: 2
ΔE to the lowest compared entry with this formula, charge and spin in kcal per mole: 7.7
Kohn-Sham gap (spin up / spin down) in eV: 8.1823 / 6.9113

# 3
Computed, not measured: a 6-piece molecular cluster, C22H54N6O6 overall at a distorted geometry, with the ωB97M-V functional and the def2-TZVPD basis.

The geometry in XYZ format:
```
88
Properties=species:S:1:pos:R:3:mulliken_charge:R:1
C 0.1663 2.2377 2.6901 -0.093
O -0.9671 2.5955 3.4993 -0.503
H 1.0885 2.7022 3.0448 0.351
H 0.2978 1.1164 2.6845 0.001
H -0.0027 2.5467 1.6564 0.076
H -0.7756 2.4644 4.4156 0.288
C -1.1110 0.0931 -0.7760 -0.754
O -0.3586 -1.1411 -0.5951 -0.482
H -1.8143 0.0562 -1.6147 0.353
H -1.6870 0.1457 0.1513 0.258
H -0.4765 1.0125 -0.8142 0.367
H 0.4043 -1.0554 -1.1993 0.386
C 3.5616 -4.7320 -0.3973 -1.550
C 2.2791 -4.6896 0.6141 1.783
C 2.4698 -5.9036 1.5238 -1.511
C 1.4362 -5.8924 2.6051 -0.372
C 1.5857 -4.5656 3.3567 -1.414
C 1.5450 -3.2353 2.5833 1.717
N 2.3428 -3.4559 1.4351 0.164
O 2.2873 -2.3247 0.5750 -0.317
C -0.0269 -2.9001 2.4030 -1.199
C 2.1735 -2.1535 3.4155 -2.060
C 0.9878 -4.8344 -0.2344 -1.650
H 3.2750 -3.9547 -1.1291 -0.397
H 3.4509 -5.7414 -0.7329 0.618
H 4.3717 -4.4872 0.2633 0.536
H 2.4057 -6.7823 0.8939 0.395
H 3.5151 -5.8207 1.8514 0.403
H 1.6242 -6.7781 3.2511 0.380
H 0.3975 -6.0452 2.1554 0.279
H 2.5905 -4.5520 3.8123 0.390
H 0.8619 -4.5144 4.1489 0.482
H -0.5273 -3.6493 1.7408 0.184
H -0.4500 -2.8439 3.4145 0.513
H -0.1913 -1.9379 1.9011 0.182
H 1.7245 -2.1359 4.4044 0.402
H 3.2619 -2.2691 3.4880 0.438
H 2.0201 -1.2065 2.8824 0.294
H 0.7708 -3.9135 -0.7913 0.129
H 0.0974 -5.0855 0.2818 0.352
H 1.1210 -5.6118 -0.9909 0.536
H 1.3655 -2.1265 0.5223 0.320
C -5.0943 5.4152 -0.0277 -2.006
C -3.7439 5.6257 0.5271 2.203
C -3.3098 4.3860 1.3412 -1.721
C -2.7829 3.1499 0.6107 -0.406
C -1.6784 3.6297 -0.3323 -1.052
C -2.1161 4.7405 -1.2778 1.834
N -2.6448 5.8417 -0.4902 0.061
O -3.0372 6.8588 -1.3224 -0.499
C -0.8774 5.3836 -1.9421 -2.113
C -2.9418 4.1710 -2.4160 -1.661
C -3.8251 6.8324 1.4373 -1.961
H -5.4929 6.3007 -0.5214 0.478
H -5.3525 4.4798 -0.5477 0.263
H -5.7542 5.3420 0.8287 0.523
H -2.5348 4.6314 2.0342 0.417
H -4.1266 3.9795 1.9436 0.409
H -2.4283 2.4676 1.3916 0.258
H -3.5675 2.7085 0.0253 0.464
H -1.3323 2.8168 -0.9688 -0.187
H -0.7914 3.9248 0.2153 0.530
H -1.0910 6.1055 -2.7085 0.435
H -0.2445 4.5985 -2.3806 0.377
H -0.2378 5.8819 -1.2222 0.465
H -2.2687 3.6262 -3.0685 0.494
H -3.2822 4.9959 -3.1199 0.403
H -3.7329 3.4705 -2.1783 0.297
H -4.0172 7.7481 0.8292 0.393
H -4.6020 6.7517 2.2291 0.345
H -2.8327 7.0594 1.8043 0.448
H -3.6895 6.5258 -2.0227 0.358
C 3.2473 -0.8747 -2.3020 0.341
O 2.0655 -0.7112 -1.8809 -0.693
N 3.8322 0.0336 -3.2898 -0.516
N 4.0411 -1.8461 -1.7888 -0.177
H 3.1138 0.4710 -3.8952 0.266
H 4.7602 -0.1736 -3.6966 0.188
H 4.9071 -2.0582 -2.2497 0.212
H 3.7597 -2.4159 -0.9434 0.264
C 1.2880 -4.2950 -3.9136 0.547
O 0.6222 -5.2527 -3.7485 -0.562
N 2.6557 -4.1919 -4.1197 -0.360
N 0.6867 -3.0440 -3.9199 -0.463
H 3.1970 -3.4812 -3.6428 0.140
H 3.1434 -5.0026 -4.4756 0.219
H 1.1831 -2.1978 -3.7818 0.237
H -0.1634 -3.0399 -3.4126 0.237
```

Properties
LUMO in eV: 0.3
Energy in eV: -44912.919
F_max in eV Å⁻¹: 4.4
Structure (SMILES): CC1(C)CCCC(C)(C)N1O.CC1(C)CCCC(C)(C)N1O.NC(N)=O.NC(N)=O.CO.CO
ΔE to the lowest compared entry with this formula, charge and spin in kcal per mole: 22.7
Kohn-Sham gap in eV: 8.7483

# 4
Computed, not measured: a 3-piece molecular cluster, C18H32BrN2O4PS2 overall at a distorted geometry, with the ωB97M-V functional and the def2-TZVPD basis.

The geometry in XYZ format:
```
60
Properties=species:S:1:pos:R:3:mulliken_charge:R:1
C -1.0758 -4.9195 0.9001 -0.981
C -0.6668 -3.4395 1.2549 -0.634
P -1.6647 -2.2928 0.1204 0.088
C -0.5036 -1.2978 -0.9395 -0.946
C -2.6102 -1.1913 1.3297 -0.091
C -1.7327 -0.1168 1.9904 -0.291
N -1.0835 0.6318 2.5375 -0.503
C -3.8935 -0.5035 0.7104 0.709
C -3.8451 -0.4831 -0.8011 -0.223
N -3.7115 -0.3773 -1.9201 -0.518
C -5.2543 -1.0372 1.2537 -1.490
C -5.7786 -2.3546 0.6279 0.008
C -4.8033 -3.5605 0.6667 -0.961
Br -7.3447 -2.8834 1.7573 -0.174
H -1.9802 -4.9387 0.2654 0.272
H -1.3183 -5.4876 1.8121 0.300
H -0.2514 -5.3861 0.3358 0.324
H -0.9129 -3.2152 2.3093 0.352
H 0.4008 -3.2445 1.0647 0.479
H 0.3049 -1.9908 -1.2458 0.342
H -1.0335 -1.0478 -1.8762 0.427
H -0.1317 -0.3741 -0.4690 0.125
H -2.9422 -1.8245 2.1695 0.514
H -3.8334 0.5537 1.0303 0.532
H -6.0089 -0.2624 1.0074 0.438
H -5.2575 -1.0915 2.3578 0.499
H -6.1871 -2.2437 -0.3846 0.441
H -5.4004 -4.4778 0.8022 0.566
H -4.2636 -3.6670 -0.2907 0.213
H -4.0802 -3.5239 1.4966 0.179
C 1.3151 5.2608 -0.2640 -0.709
C 1.5446 4.3340 0.9402 -0.415
C 0.4997 3.2151 0.8563 -0.518
S 0.1118 3.0193 -0.8671 1.039
O -1.2654 3.3922 -1.0765 -0.693
O 0.6418 1.7524 -1.3130 -0.546
C 1.1558 4.3369 -1.4695 -0.589
H 2.1406 5.9587 -0.4017 0.368
H 0.4016 5.8430 -0.1152 0.337
H 2.5478 3.9073 0.8842 0.052
H 1.4702 4.8711 1.8859 0.365
H 0.8801 2.2709 1.2397 0.318
H -0.4180 3.4835 1.3773 0.393
H 0.6889 4.8164 -2.3275 0.422
H 2.1132 3.9002 -1.7586 0.199
C 4.3565 -0.6053 -1.8389 -0.737
C 5.5158 -0.7050 -0.8406 -0.647
C 6.1196 0.6965 -0.6982 -0.689
S 4.7886 1.8506 -1.0402 1.214
O 5.1045 2.5740 -2.2472 -0.695
O 4.4191 2.5296 0.1803 -0.692
C 3.5527 0.6210 -1.4207 -0.398
H 3.7418 -1.5053 -1.8368 0.323
H 4.7504 -0.4673 -2.8492 0.351
H 5.1348 -1.0416 0.1268 0.291
H 6.2673 -1.4253 -1.1644 0.346
H 6.4988 0.8743 0.3060 0.340
H 6.9091 0.8694 -1.4284 0.340
H 2.8925 0.9915 -2.2010 0.357
H 2.9848 0.4286 -0.5105 0.277
```

Properties
LUMO in eV: 0.5
Energy in eV: -131355.266
F_max in eV Å⁻¹: 4.1
Structure (SMILES): CCP(C)[C@@H](C#N)[C@@H](C#N)C[C@@H](C)Br.O=S1(=O)CCCC1.O=S1(=O)CCCC1
Kohn-Sham gap in eV: 8.9691

Please write out number 2 again, unchanged.
Computed, not measured: C6H6O2Zn as an isolated structure at a distorted geometry, with the ωB97M-V functional and the def2-TZVPD basis.

The geometry in XYZ format:
```
15
Properties=species:S:1:pos:R:3:mulliken_charge:R:1
C -0.8151 0.9805 -1.5299 -0.631
C 0.3932 1.0818 -1.0001 0.832
O 1.4001 1.5720 -0.6167 -0.410
H -0.9467 1.5329 -2.4647 0.393
Zn 3.2709 1.1728 -0.3342 0.401
O 2.6671 -0.3987 0.8421 -0.457
C 1.4496 -0.9030 0.9235 -0.203
C 0.4373 -1.4128 1.3701 0.165
C -1.9715 -0.2987 0.2864 -0.988
C -1.8958 0.1724 -0.9784 0.041
H 3.2377 -0.6720 1.5775 0.372
H -0.2682 -1.9563 1.9749 0.408
H -1.5855 0.2922 1.1220 0.465
H -2.6892 -1.0870 0.5193 0.264
H -2.6837 -0.0763 -1.6918 0.348
```

Properties
Total charge: +1
LUMO (spin up / spin down) in eV: -4.1 / -5.6
Energy in eV: -58818.639
F_max in eV Å⁻¹: 3.3
Spin multiplicity: 2
ΔE to the lowest compared entry with this formula, charge and spin in kcal per mole: 7.7
Kohn-Sham gap (spin up / spin down) in eV: 8.1823 / 6.9113

Which value of F_max does entry 2 give? 3.3 eV Å⁻¹

Among the records above, which one has the highest energy? C22H54N6O6